ORCA calculation (the ωB97M-V functional and the def2-TZVPD basis) on 8 unconnected molecules or ions with the total composition C21H39Br2Cl9O4 at a distorted geometry.

XYZ file:
```
75
Properties=species:S:1:pos:R:3:forces:R:3
C -1.934 -22.137 11.453 0.0 0.3 -0.8
C -3.894 -20.589 15.426 0.1 0.8 0.2
C -0.884 -24.408 7.107 -1.4 1.0 1.4
H -0.465 -25.450 4.603 0.0 -0.3 0.2
O 0.527 -24.264 14.791 -0.4 0.0 0.4
H -6.347 -26.022 10.935 0.0 0.0 0.0
O -7.363 -26.434 9.214 -0.1 -0.9 2.3
C -5.146 -25.683 9.116 -0.8 -0.1 1.3
H -2.770 -26.110 5.031 -0.1 -0.1 0.3
Cl -0.869 -21.875 10.021 0.1 0.1 0.8
H -1.363 -21.013 7.257 -0.4 -0.8 -0.3
H -3.079 -24.738 7.534 0.3 0.1 0.0
H -3.842 -21.988 17.007 0.0 0.0 0.1
C -4.130 -21.936 15.957 -0.9 -1.8 0.8
H 0.918 -25.612 11.905 0.3 -0.3 -0.1
O -2.175 -21.907 14.689 0.9 0.2 -0.1
C -5.652 -26.071 7.724 2.2 -1.0 -0.2
H -5.224 -27.050 7.512 0.7 0.2 -0.5
C 1.111 -25.638 12.977 -0.1 0.3 -0.5
C -2.263 -20.749 6.702 0.3 -0.2 0.0
C -2.491 -25.163 5.494 -0.2 0.4 -1.4
H -2.717 -23.592 15.743 -0.1 -0.2 -0.2
Cl -0.045 -17.790 9.441 0.3 0.1 0.1
H -7.473 -27.254 7.340 0.2 -0.1 0.2
C -0.052 -25.580 15.073 0.6 0.8 -0.4
H -0.961 -25.830 13.209 -0.3 -0.5 -0.1
C 1.259 -24.231 13.539 0.2 -1.5 1.2
H 1.998 -26.227 13.210 0.1 0.0 -0.3
H -3.297 -24.460 5.282 0.1 0.2 -0.4
C -2.424 -20.614 15.214 0.4 0.9 -0.7
H -5.339 -25.347 6.972 -0.3 -0.2 -0.1
Cl -1.935 -21.029 4.942 -0.6 0.1 1.2
H 2.328 -24.187 13.748 0.0 1.0 0.2
Cl -3.707 -21.656 7.369 1.1 0.5 -0.7
H -6.752 -24.582 10.015 -0.5 0.1 -0.1
H 0.929 -23.426 12.882 -0.1 0.0 0.2
H -4.343 -20.533 14.434 -0.4 0.6 0.2
Cl -2.361 -19.043 7.085 -0.5 0.3 -0.2
H -1.358 -18.378 11.194 0.0 0.5 0.7
H -1.060 -25.520 15.484 -0.1 0.7 -0.1
H -4.616 -26.480 9.638 0.8 0.1 -0.7
H -2.144 -26.219 7.253 0.0 0.0 0.5
Cl -2.372 -16.387 10.359 0.6 -0.4 0.7
H -1.442 -24.131 3.978 0.5 0.4 0.0
C -3.194 -22.821 15.138 0.4 0.8 -0.1
H -5.567 -20.474 11.219 0.0 -0.4 0.0
O -0.584 -23.797 5.867 -0.4 -1.0 -0.5
H -3.642 -23.202 14.220 -0.2 -0.4 0.2
H -5.903 -22.023 9.457 -0.5 -0.3 -0.4
C -6.432 -25.620 9.926 -0.6 -0.1 -0.2
H -5.176 -22.234 15.880 0.0 -0.2 0.0
Br -7.811 -20.370 8.883 0.7 -0.8 0.4
H -2.189 -19.814 14.512 0.5 -0.3 -0.6
H 0.502 -26.118 15.842 0.6 0.0 -0.2
C -2.266 -25.177 6.957 1.7 -0.7 1.0
Cl -2.953 -20.720 11.674 0.4 0.6 0.4
H -1.036 -23.597 7.820 -0.1 0.3 0.0
C -1.168 -24.667 4.887 -0.6 0.6 -0.3
C -6.446 -21.113 11.303 -0.7 0.1 -0.5
C -6.832 -21.764 9.964 0.1 1.1 0.6
H 0.050 -27.291 13.685 -0.7 -0.1 0.2
H -7.699 -25.515 7.570 -0.1 0.2 -1.1
Br -6.105 -22.535 12.625 -0.2 0.6 -0.3
H -4.143 -19.818 16.155 -0.5 0.2 -0.5
C -0.072 -26.208 13.714 -0.1 -0.5 -0.6
C -0.980 -17.402 10.890 0.3 0.4 -0.5
H -7.545 -22.573 10.123 0.3 0.1 -0.3
Cl -3.012 -23.425 11.070 -0.4 -1.3 -0.1
H -1.381 -22.407 12.352 0.1 0.5 -0.1
H -4.657 -24.715 9.232 0.4 -0.2 -0.4
H -7.275 -20.483 11.626 0.1 -0.3 0.5
H -0.064 -24.945 7.583 0.1 -0.7 -0.7
Cl 0.099 -16.590 12.132 -1.2 -0.8 -0.9
C -7.093 -26.374 7.859 -1.8 2.0 -0.4
H -1.849 -20.331 16.096 0.1 -0.7 0.4
```
Positions in Å, forces in eV/Å.

The calculation puts the HOMO energy at -0.35207 hartree. For the LUMO energy, the calculation gives 0.01239 Eh. The SMILES is ClC(Cl)Cl.ClC(Cl)Cl.ClC(Cl)Cl.C1CCOC1.C1CCOC1.C1CCOC1.C1CCOC1.BrCCBr. The max |F| comes out at 2.75 eV/Å. The net charge is 0. The relative energy (zero: lowest compared OMol25 entry of this formula, charge and spin) comes out at 28.8 kcal per mole.

Atom charges from the Löwdin analysis, given in e for atoms 1 to 4: number 1, C, carries -1.468; number 2, C, carries -0.204; number 3, C, carries -0.192; number 4, H, carries 0.118

ORCA calculation (the ωB97M-V functional and the def2-TZVPD basis) on 2 unconnected molecules or ions with the total composition C5H9ClOS3 at a distorted geometry.

XYZ file:
```
19
Properties=species:S:1:pos:R:3:forces:R:3
C -0.896 -1.157 -1.025 2.0 -1.0 -0.2
H 2.569 -0.925 0.981 -0.1 0.3 -1.1
H 2.557 1.235 2.153 1.1 0.1 0.9
O -0.101 -0.777 0.145 1.6 -0.9 -0.6
Cl -3.015 -1.564 0.643 -0.2 -1.0 1.5
H 1.538 2.653 1.605 0.6 -0.6 0.0
C -2.388 0.839 -0.297 1.3 1.0 0.4
H -2.293 1.046 0.875 -0.4 -0.3 -2.7
H -0.870 -2.279 -1.415 -0.3 1.7 1.8
H -3.062 -0.822 -1.403 0.0 -0.1 -1.4
S -2.371 2.026 -1.464 -0.2 -1.8 1.9
C -2.316 -0.674 -0.662 0.6 1.8 -0.6
C 1.766 1.569 1.542 -1.6 0.5 -0.2
C 2.487 -0.526 -0.075 1.6 0.5 0.8
S 2.769 -1.424 -1.395 0.2 -0.1 0.1
H -0.340 -0.747 -1.896 -1.2 0.8 0.2
H 0.859 1.056 1.865 -0.1 0.0 -0.2
H 0.981 -0.706 -0.022 -5.3 -0.9 -0.2
S 2.127 1.175 -0.156 0.6 0.0 -0.6
```
Positions in Å, forces in eV/Å.

The calculation puts the HOMO energy at -0.33059 hartree. For the LUMO energy, the calculation gives -0.04671 Eh. The SMILES is OC[C@@H](Cl)C=S.CSC=S. The max |F| comes out at 5.39 eV/Å. The net charge is 0.

Atom charges from the Löwdin analysis, given in e for atoms 1 to 4: number 1, C, carries -0.270; number 2, H, carries 0.081; number 3, H, carries 0.024; number 4, O, carries -0.238

ORCA calculation (the ωB97M-V functional and the def2-TZVPD basis) on 4 unconnected molecules or ions with the total composition C19H34Br2I2O11 at a distorted geometry.

XYZ file:
```
68
Properties=species:S:1:pos:R:3:forces:R:3
H -0.705 0.984 -4.106 -0.2 0.2 0.4
H -2.354 -0.048 -2.352 -0.1 0.2 -0.4
H 4.262 -7.697 -0.651 0.1 0.1 -0.2
H 2.109 4.757 6.481 0.0 0.0 -0.1
H 0.174 -1.058 -1.187 0.0 -0.5 0.2
H 2.509 -7.444 -0.648 0.0 0.1 0.0
C 0.207 2.304 3.462 -0.1 0.3 -0.1
O 1.915 5.628 3.979 0.0 0.0 0.0
O 3.004 -4.617 -3.196 0.1 0.0 0.0
H -1.669 0.775 1.319 -0.4 0.0 0.3
H 1.280 -1.000 6.862 -0.1 0.1 0.0
H 2.511 7.381 2.073 -0.1 -0.1 0.0
O 1.271 -0.726 4.801 0.0 0.0 0.0
O 2.879 7.670 4.099 0.0 0.0 0.0
H 2.433 -3.133 -4.468 0.2 -0.2 0.0
C 3.151 4.927 6.214 0.0 -0.2 0.2
C 0.563 0.407 4.759 0.0 0.0 0.0
C -1.937 1.116 0.328 0.5 0.1 -0.4
H 2.486 9.051 2.663 0.1 0.0 0.2
C 2.203 8.028 2.893 -0.1 0.1 -0.2
C 2.633 6.429 4.520 0.0 0.0 0.0
H 1.651 -2.414 5.862 0.1 0.1 -0.2
C -2.540 -2.134 -2.267 -0.2 0.4 -1.4
O 1.847 -4.952 -1.280 0.1 0.0 0.0
Br -3.037 2.350 -3.714 0.0 -0.2 0.0
H -3.527 -4.258 -2.202 -0.3 0.0 -0.3
C -3.277 0.846 -4.876 -2.0 1.4 -0.3
H -1.351 -1.246 -0.206 0.4 -0.5 0.1
O -0.233 0.771 5.585 0.1 0.0 -0.1
C 2.114 -3.542 -3.514 -0.2 0.2 -0.1
C -1.668 -0.890 -2.308 0.1 -1.1 1.2
H -3.226 -2.134 -1.416 0.2 -0.1 0.3
H -4.609 0.367 -6.503 0.0 0.0 -0.2
C -2.487 -4.448 -2.436 0.3 0.3 0.4
O -1.729 -3.289 -2.358 -0.3 -0.1 0.7
C -2.346 -0.024 -5.077 2.0 -1.1 0.3
C 3.477 -6.946 -0.666 0.0 -0.2 0.2
H 0.435 2.994 4.271 -0.1 0.0 0.0
I -2.357 -5.334 -4.405 -0.1 0.0 0.2
C -0.803 0.769 -0.628 0.0 0.2 0.1
H -0.290 -0.276 -5.218 0.3 -0.1 0.0
H -2.126 -5.166 -1.713 0.3 -0.3 -0.2
H -2.866 0.688 -0.028 -0.2 0.0 0.2
C 2.739 -5.227 -2.041 0.0 0.0 -0.1
O -0.820 -1.008 -3.436 0.0 0.6 -0.1
H -5.062 1.784 -5.498 -0.2 0.0 -0.2
H 3.587 -6.300 0.204 -0.1 0.0 0.0
H -5.248 0.150 -4.879 -0.3 -0.1 0.0
C -0.988 -0.015 -4.425 0.3 -0.6 -1.0
H -0.868 2.142 3.389 0.0 0.0 0.1
C -4.635 0.789 -5.510 0.1 0.4 0.7
H 0.559 2.733 2.528 0.1 -0.2 0.0
O 3.321 6.227 5.645 0.0 0.0 0.0
H 3.496 4.157 5.525 -0.1 0.0 -0.1
H -0.023 -1.847 5.979 0.0 0.1 0.1
H 1.124 7.980 3.029 0.0 -0.1 0.0
Br -2.666 -1.469 -6.280 0.2 0.0 0.3
H 1.092 -3.903 -3.610 0.0 0.0 0.1
I -2.281 3.245 0.427 0.1 -0.3 0.1
C 1.019 -1.535 5.950 0.0 -0.2 0.1
H -3.161 -2.089 -3.172 -0.2 -0.1 0.0
H 0.151 1.049 -0.190 0.1 0.0 0.2
O 0.893 1.060 3.645 0.0 -0.1 0.0
C -0.841 -0.727 -1.014 -0.4 1.3 -0.5
H -0.932 1.405 -1.496 0.2 0.0 -0.4
H 2.170 -2.759 -2.760 -0.1 -0.1 0.1
O 3.639 -6.201 -1.872 0.0 0.0 0.0
H 3.757 4.894 7.114 0.0 0.2 0.0
```
Positions in Å, forces in eV/Å.

The calculation puts the HOMO energy at -0.34061 hartree. For the LUMO energy, the calculation gives 0.01309 Eh. The SMILES is C/C(Br)=C(\Br)CO[C@H](CCCI)COCI.COC(=O)OC.COC(=O)OC.COC(=O)OC. The max |F| comes out at 2.47 eV/Å. The net charge is 0.

Atom charges from the Löwdin analysis, given in e for atoms 1 to 4: number 1, H, carries 0.095; number 2, H, carries 0.105; number 3, H, carries 0.092; number 4, H, carries 0.097

Question: Which formula does entry 2 have?
Answer: C5H9ClOS3